[1]
Molecular formula: C83H71BrN2O12Si2
Method: DFT, wB97M-V/def2-TZVPD

```
171
Properties=species:S:1:pos:R:3:forces:R:3
Br -1.459 6.629 -2.355 0.529 -0.183 0.434
Si 3.382 6.637 1.727 -0.615 -0.510 0.228
Si 1.618 8.501 0.672 -0.764 -0.881 0.555
O -5.222 -5.302 -6.510 0.113 -0.026 0.270
O 7.336 7.185 -1.333 -2.115 -1.773 2.070
O 4.311 -5.908 1.755 -0.155 0.223 -0.011
O -3.052 -5.904 -1.672 0.002 -0.026 -0.220
O -11.419 -15.006 0.291 0.209 0.166 -0.131
O 1.750 7.286 1.901 1.892 0.741 -1.690
O 1.067 -1.690 1.351 0.178 -0.178 0.014
O -7.728 -11.831 -1.891 -0.113 -0.113 0.067
O -5.303 -0.465 -1.308 -0.202 -0.082 0.169
O -9.049 -2.111 2.116 0.173 0.094 -0.179
O 11.130 9.072 1.604 0.003 0.273 -0.012
O 11.470 14.317 0.685 -0.012 -0.262 0.066
N 2.703 2.296 0.749 -1.028 -0.178 -0.221
N 6.244 6.437 0.683 0.850 0.673 -0.881
C -10.953 -12.956 -0.753 -0.139 0.289 -0.124
C -12.281 -12.536 -0.689 -0.144 0.190 -0.052
C -7.091 -2.640 0.934 0.210 -0.234 -0.038
C -5.041 -4.366 0.171 -0.032 0.086 0.085
C -7.304 0.036 -0.186 -0.226 0.266 0.031
C -6.127 -2.218 0.017 0.031 -0.312 0.079
C 5.839 7.851 1.030 -0.924 0.410 0.238
C 10.485 12.271 0.086 -0.237 -0.110 -0.211
C -7.014 -3.919 1.486 0.126 -0.209 -0.023
C -6.050 -8.817 -4.401 0.096 0.185 -0.021
C -7.523 -16.477 -0.075 -0.126 0.142 -0.028
C 1.170 3.843 2.159 0.528 -0.758 0.357
C 8.898 12.056 -1.718 0.159 0.000 0.174
C -10.583 -14.293 -0.235 -0.655 -0.539 0.393
C -12.635 -11.277 -1.158 0.148 -0.131 0.036
C 8.839 10.680 -1.504 0.095 0.013 0.124
C 3.603 4.932 2.553 -0.020 0.063 1.215
C -9.371 0.430 0.998 -0.084 0.230 -0.056
C -9.452 1.697 0.432 0.103 -0.179 0.030
C 10.411 10.897 0.313 -0.206 0.062 -0.270
C 6.484 6.454 -0.786 1.450 0.591 -2.707
C -6.914 -14.391 -1.119 0.132 -0.204 0.053
C 1.804 -2.655 1.474 -0.560 0.680 -0.082
C -8.221 -13.930 -0.961 0.167 -0.305 0.058
C -5.106 -3.086 -0.367 0.055 -0.213 0.071
C -7.381 1.314 -0.740 -0.154 0.180 0.003
C 3.768 -1.179 1.833 0.228 0.067 0.053
C -8.827 -16.024 0.079 0.188 -0.134 -0.004
C 0.228 -6.607 1.183 0.150 0.125 0.032
C -11.662 -10.427 -1.680 0.123 -0.122 0.023
C 7.535 6.120 1.386 0.728 -1.012 0.571
C 2.114 -5.132 1.468 -0.291 -0.106 -0.048
C -4.624 -8.003 -2.636 -0.138 -0.155 -0.057
C -5.990 -4.778 1.105 -0.128 0.237 -0.019
C 11.183 10.274 1.412 -0.070 -0.898 0.110
C -9.181 -14.753 -0.372 0.301 -0.176 0.006
C -10.338 -10.844 -1.752 -0.191 0.114 -0.025
C -3.378 -4.499 -3.526 0.088 0.308 -0.058
C -0.626 -5.507 1.129 0.106 0.110 0.020
C 5.120 -0.992 2.094 -0.109 -0.083 -0.021
C -5.442 -8.996 -3.161 0.078 0.088 0.048
C -8.453 2.142 -0.431 0.086 -0.165 0.020
C -4.410 -6.825 -3.353 -0.137 -0.251 -0.015
C 2.284 4.312 3.206 -0.089 -0.494 0.168
C 0.225 8.200 -0.602 -0.436 -0.886 -0.946
C -2.440 -2.281 -3.672 -0.048 -0.162 0.025
C 12.698 10.575 3.360 0.158 0.065 0.188
C -3.929 -4.349 -4.798 0.161 0.285 0.056
C -5.825 -7.652 -5.125 -0.085 -0.217 0.067
C 13.626 12.733 3.900 -0.117 -0.017 -0.140
C 1.594 -6.422 1.353 -0.214 -0.092 -0.022
C -6.175 -0.851 -0.550 0.669 0.258 -0.574
C 13.496 11.373 4.170 -0.115 -0.019 -0.159
C -0.265 6.689 -0.723 -0.816 0.530 0.824
C 3.567 -4.946 1.691 0.508 -0.726 0.040
C 7.738 4.536 1.606 0.645 0.536 0.247
C 4.746 7.885 2.222 0.976 -0.037 -0.367
C -1.214 6.223 0.493 0.472 0.277 -0.540
C 12.943 13.299 2.830 0.126 -0.031 0.193
C -8.209 -1.745 1.313 -0.584 -0.307 0.588
C -3.571 -5.755 -2.767 0.338 -0.131 0.567
C 3.252 -2.468 1.716 0.295 0.122 0.048
C -4.752 -5.427 -5.393 -0.370 0.093 -0.842
C -3.717 -3.170 -5.514 0.104 0.204 0.050
C -9.982 -12.115 -1.299 -0.275 0.169 -0.008
C 12.128 12.504 2.024 0.202 -0.079 0.274
C 11.370 13.124 0.912 0.053 0.867 -0.196
C 9.594 10.101 -0.490 -0.157 0.007 -0.156
C 1.721 3.428 0.728 -1.489 -0.029 -0.613
C 5.608 5.537 -1.777 0.268 0.438 0.825
C -2.637 -3.460 -2.962 0.097 0.204 -0.105
C 1.262 -4.030 1.390 -0.177 -0.268 -0.011
C -4.999 -6.656 -4.606 -0.111 -0.275 0.129
C -8.293 -0.402 0.694 -0.102 0.331 -0.126
C -0.110 -4.221 1.226 -0.166 -0.181 -0.034
C -2.974 -2.140 -4.951 -0.075 -0.193 0.026
C 4.097 -3.571 1.842 0.216 0.284 0.070
C 5.961 -2.093 2.239 -0.179 -0.137 -0.048
C -6.568 -15.664 -0.681 -0.131 0.152 -0.018
C 9.722 12.850 -0.929 -0.158 -0.056 -0.173
C 12.017 11.137 2.281 0.193 0.156 0.245
C 5.453 -3.380 2.109 0.160 0.194 0.035
C -8.577 -12.567 -1.418 0.550 0.511 -0.316
H 0.682 2.900 2.601 0.557 1.305 -0.661
H -1.469 5.127 0.325 0.274 1.449 0.477
H 2.158 4.279 0.114 -0.372 -0.810 1.025
H -4.362 -2.768 -1.089 -0.171 0.125 0.091
H 13.043 14.360 2.627 -0.131 -0.137 -0.101
H -11.938 -9.441 -2.037 0.037 -0.087 0.031
H 3.535 6.413 0.268 -0.155 0.033 0.030
H 5.518 0.013 2.188 -0.069 -0.074 -0.019
H 9.765 13.919 -1.103 0.126 -0.114 0.141
H 5.883 5.732 -2.865 -0.254 0.062 1.652
H 2.175 1.505 1.167 0.541 0.562 -0.223
H 2.617 3.416 3.832 -0.490 1.087 -0.887
H 6.113 -4.233 2.220 -0.212 -0.006 -0.061
H 9.541 9.030 -0.325 0.058 0.130 0.071
H -10.294 2.341 0.665 0.075 -0.066 -0.010
H -0.175 -7.611 1.098 0.041 0.091 0.001
H 7.338 3.918 0.743 0.277 0.836 1.092
H -10.150 0.091 1.672 0.187 -0.106 -0.047
H -1.868 -1.473 -3.230 -0.068 -0.080 -0.020
H 12.605 9.515 3.572 -0.078 0.104 -0.173
H -4.134 -3.052 -6.508 -0.032 -0.169 0.135
H -2.171 6.841 0.508 1.273 -0.819 -0.216
H 1.397 9.827 1.256 -0.020 0.127 0.266
H -13.041 -13.191 -0.279 0.214 -0.035 -0.002
H -6.297 -7.520 -6.093 0.148 0.134 0.090
H 3.118 -0.319 1.726 -0.005 -0.207 0.022
H -5.552 -16.022 -0.810 -0.090 0.046 0.011
H 8.301 12.508 -2.503 0.064 -0.030 0.069
H 2.890 8.549 -0.079 0.036 0.090 0.051
H -5.934 -5.774 1.532 -0.011 0.087 -0.032
H 14.020 10.935 5.013 -0.043 0.029 -0.083
H 2.253 -7.282 1.399 0.057 0.205 0.030
H 7.529 6.669 2.390 -0.065 -0.916 -1.348
H -2.813 -1.222 -5.507 -0.025 -0.085 0.052
H -1.694 -5.654 1.009 0.100 0.022 -0.046
H 5.815 4.438 -1.578 -0.529 1.328 0.069
H 4.348 5.081 3.417 -0.918 -0.237 -1.217
H 14.256 13.354 4.528 -0.059 -0.047 -0.063
H -4.157 -8.146 -1.667 0.005 0.159 -0.120
H -5.612 -9.910 -2.600 -0.032 0.079 -0.053
H 7.298 4.207 2.597 0.238 0.261 -1.342
H -7.752 -4.247 2.209 -0.005 0.189 -0.107
H 7.015 -1.946 2.452 -0.094 -0.025 -0.024
H 0.559 5.942 -0.942 -0.978 1.019 0.354
H -0.688 6.402 1.486 -0.517 -0.420 -1.278
H -8.513 3.134 -0.867 0.015 -0.092 0.034
H 0.628 8.491 -1.639 -0.464 -0.247 1.529
H 0.350 4.621 2.103 1.098 -0.892 -0.294
H -0.778 -3.368 1.178 0.202 0.003 0.013
H 4.378 8.958 2.310 0.490 -1.342 0.158
H 8.861 4.319 1.668 -1.526 0.345 -0.078
H -6.699 -9.587 -4.804 0.065 0.058 0.045
H 8.201 10.060 -2.125 0.070 0.001 0.095
H -13.670 -10.955 -1.114 0.093 -0.034 0.008
H -9.567 -16.664 0.547 -0.035 0.197 -0.088
H 1.760 5.018 3.943 1.012 -0.769 -1.067
H -4.250 -5.043 -0.135 -0.136 0.149 0.073
H 0.809 3.053 0.131 0.983 0.887 0.760
H 2.788 2.008 -0.244 0.188 0.188 0.815
H -6.165 -13.761 -1.587 -0.201 0.050 0.051
H 4.527 5.822 -1.576 1.211 -0.741 -0.315
H 5.323 8.283 0.101 0.886 -0.308 1.377
H 6.773 8.433 1.304 -1.198 -0.328 -0.519
H -6.608 1.664 -1.417 -0.014 -0.196 0.089
H 8.447 6.487 0.820 -1.216 -0.099 0.487
H -0.680 8.858 -0.413 1.038 -0.806 -0.134
H -9.586 -10.181 -2.164 0.024 -0.192 0.062
H -7.250 -17.468 0.273 -0.035 0.090 -0.030
H -2.216 -3.565 -1.968 -0.058 -0.148 -0.119
H 5.221 7.515 3.201 -0.640 0.804 -1.285
H 4.096 4.213 1.817 -0.782 0.887 0.935
```
Forces are in eV/Å.

Results
HOMO-LUMO gap	8.30	eV
M	1424.56	u

Mulliken atomic charge list, values in e, 99 entries: -0.17 0.51 0.52 -0.69 -0.52 -0.68 -0.71 -0.68 -0.42 -0.71 -0.70 -0.70 -0.68 -0.69 -0.67 -0.47 0.39 0.36 -0.61 0.21 0.13 0.19 0.00 -0.71 0.37 -0.65 -0.57 -0.45 -0.28 -0.44 0.52 -0.44 -0.61 -0.69 -0.55 -0.46 0.23 0.20 -0.52 0.51 0.24 -0.50 -0.51 -0.54 -0.59 -0.67 -0.56 -0.39 0.12 -0.56 -1.07 0.55 0.26 -0.54 0.36 -0.13 -0.56 -0.65 -0.49 0.36 -0.81 -0.84 -0.41 -0.53 0.11 -0.60 -0.45 -0.54 0.47 -0.47 0.01 0.65 -1.10 -0.64 -0.97 -0.56 0.66 0.53 0.12 0.52 -0.74 0.16 0.15 0.61 -0.69 -0.31 -0.78 -0.58 0.05 0.22 0.13 -0.64 -0.51 0.55 -0.44 -0.53 -0.61 0.18 -0.65

=====

[2]
Molecular formula: C16H8Br4HfNO2S
Method: DFT, wB97M-V/def2-TZVPD

```
33
Properties=species:S:1:pos:R:3:forces:R:3
Hf 0.408 -0.692 0.330 0.020 -0.013 0.022
Br 4.833 -1.823 -1.662 -0.031 -0.032 -0.005
Br 1.863 -6.549 -2.955 -0.003 -0.004 -0.002
Br -0.840 -5.101 -1.623 0.042 0.012 -0.006
Br 4.723 -4.895 -2.979 0.008 0.002 -0.001
S 0.312 -0.513 2.757 0.023 -0.036 0.008
O 2.080 -1.000 -0.613 -0.021 -0.070 0.033
O -0.168 -2.298 -0.601 0.066 -0.023 0.031
N -0.689 1.205 0.265 -0.071 0.129 0.021
C -2.070 3.577 0.413 -0.005 0.011 -0.020
C 2.117 -2.268 -1.168 0.009 0.035 -0.038
C -1.699 2.935 1.612 -0.003 0.009 -0.013
C 3.182 -4.123 -2.242 -0.051 -0.049 -0.002
C -0.991 1.719 1.516 -0.005 0.005 0.024
C 3.255 -2.836 -1.700 0.072 0.099 0.019
C -1.753 3.041 -0.807 -0.014 0.019 -0.009
C 0.825 -4.240 -1.683 -0.127 -0.016 0.018
C -0.595 1.036 2.700 -0.002 0.002 -0.040
C 1.972 -4.823 -2.233 0.069 0.020 -0.006
C -0.925 1.597 3.910 0.015 -0.025 -0.002
C -1.052 1.836 -0.855 0.053 -0.091 -0.008
C -0.663 1.171 -2.142 0.010 -0.019 0.044
C -1.633 2.810 4.006 -0.005 0.010 -0.020
C 0.907 -2.967 -1.161 -0.038 0.013 -0.035
C -2.016 3.473 2.879 -0.001 -0.004 -0.011
H -2.033 3.529 -1.728 -0.001 0.002 0.004
H -2.561 4.407 2.929 0.002 -0.003 0.016
H -0.990 1.743 -3.006 -0.002 0.003 -0.001
H -2.614 4.512 0.470 0.002 -0.002 0.006
H -1.868 3.208 4.983 0.007 -0.011 0.005
H -0.627 1.082 4.814 -0.012 0.022 0.014
H -1.116 0.177 -2.217 -0.008 -0.001 -0.022
H 0.426 1.070 -2.211 0.004 0.007 -0.022
```
Forces are in eV/Å.

Results
HOMO-LUMO gap	6.69	eV
M	776.42	u
net charge	+1

Partial charges, natural (NBO), in e: 2.47 0.15 0.16 0.15 0.16 -0.27 -0.84 -0.85 -0.69 -0.05 0.17 -0.02 -0.15 0.14 -0.13 -0.27 -0.17 -0.17 -0.14 -0.16 0.31 -0.69 -0.17 0.25 -0.18 0.25 0.24 0.27 0.24 0.24 0.24 0.25 0.25

=====

[3]
Molecular formula: C51H50N3O2P2S2Ti
Method: DFT, wB97M-V/def2-TZVPD

```
111
Properties=species:S:1:pos:R:3:forces:R:3
Ti 0.246 0.082 0.109 1.273 -1.173 -1.098
S 3.061 1.651 -1.631 -0.117 0.196 0.038
S -2.010 2.087 -1.475 -0.172 0.105 -0.571
P 1.343 -1.902 -1.125 -0.280 -0.984 -0.403
P -0.862 -1.134 2.342 -0.705 0.283 0.793
O 1.884 0.989 -0.958 0.588 0.713 -0.464
O -0.724 1.373 -1.155 -0.403 0.826 -0.562
N 0.250 1.541 1.429 0.281 2.210 1.849
N -1.253 -1.120 -0.343 -1.545 -1.299 -0.697
N 2.199 0.346 1.783 -0.300 0.599 0.054
C 4.107 2.334 -0.347 -0.026 -0.059 -0.018
C -4.008 1.309 -3.215 0.022 0.134 0.100
C 2.078 -5.903 -0.584 0.023 -0.030 -0.081
C 2.572 -1.007 -3.490 -0.026 -0.147 -0.024
C 1.785 2.335 3.108 0.022 0.342 0.186
C -2.661 1.213 -2.901 0.067 -0.051 0.161
C -3.306 -2.029 -0.259 -0.129 0.120 -0.004
C 4.939 -1.121 -3.892 0.042 0.012 -0.018
C -0.526 2.620 1.692 0.279 -0.187 0.068
C 4.008 -2.094 -1.900 -0.060 0.050 -0.078
C -1.642 -2.683 2.954 0.385 -0.113 -0.339
C -4.501 0.575 -4.282 -0.026 0.019 -0.034
C -0.435 -0.369 3.951 0.009 -0.019 -0.199
C -2.964 -3.884 4.565 -0.029 -0.024 0.031
C -0.205 3.564 2.639 -0.176 0.201 0.029
C 1.402 1.426 2.137 -0.060 -0.066 -0.089
C 5.217 1.563 -0.020 -0.131 -0.072 -0.165
C 0.970 3.423 3.371 0.144 -0.356 -0.116
C 4.744 3.963 1.288 -0.065 0.081 0.087
C -2.296 -4.963 2.525 0.010 -0.032 -0.040
C -2.601 -2.610 -1.344 0.006 -0.090 -0.024
C 5.844 3.190 1.632 0.017 -0.151 -0.066
C -1.345 -2.036 -1.354 -0.124 -0.114 0.083
C 1.180 -0.350 5.749 -0.015 0.003 -0.011
C -2.450 -1.117 0.326 -0.130 -0.097 -0.182
C -1.131 0.659 4.574 0.007 -0.094 -0.089
C 1.717 -4.947 1.590 0.020 -0.038 0.033
C -2.308 -0.337 -4.685 -0.065 0.014 -0.053
C -2.314 -2.724 4.175 0.055 -0.077 -0.020
C 3.866 3.536 0.306 -0.084 0.021 0.033
C -0.673 1.182 5.776 -0.079 0.108 -0.015
C -1.648 -3.802 2.126 0.013 0.069 -0.011
C 0.481 0.685 6.360 0.055 0.018 0.068
C -0.127 -2.324 -2.183 -0.099 0.133 0.024
C 2.434 3.219 -2.399 0.141 -0.253 0.142
C -0.036 3.439 -2.904 0.085 -0.023 0.157
C 5.107 -1.805 -2.696 0.016 0.021 0.014
C -2.947 -5.007 3.747 -0.004 -0.010 0.023
C 1.071 3.646 -1.862 -0.113 -0.024 -0.062
C 6.081 1.988 0.976 0.080 0.089 0.115
C 2.727 -1.708 -2.295 0.058 0.160 0.184
C -1.809 0.390 -3.617 0.096 0.035 0.046
C -3.654 -0.246 -5.014 0.012 -0.010 0.014
C -2.450 -0.413 1.656 0.214 -0.095 -0.101
C 1.580 -3.693 1.008 0.118 0.014 -0.051
C 0.723 -0.871 4.551 -0.058 0.063 0.087
C 3.670 -0.727 -4.289 -0.013 0.017 -0.042
C 1.958 -6.053 0.793 -0.011 0.016 0.044
C 1.675 -3.536 -0.370 -0.007 0.128 -0.007
C 1.938 -4.654 -1.164 0.019 -0.005 0.056
C -1.433 3.625 -2.327 -0.048 -0.257 0.153
H -4.052 -0.828 -5.834 0.020 0.012 -0.013
H 1.091 4.699 -1.569 0.063 0.002 0.002
H 5.797 -0.900 -4.514 -0.013 -0.002 -0.010
H 1.618 -5.055 2.663 0.005 -0.009 -0.011
H -0.095 -3.373 -2.479 0.039 -0.007 -0.038
H -0.101 -1.727 -3.099 0.059 -0.006 0.015
H -2.964 -3.385 -2.002 0.016 0.031 -0.024
H 6.524 3.522 2.405 -0.006 0.036 -0.020
H 3.006 4.147 0.058 -0.017 -0.037 0.000
H 2.891 0.069 2.458 -0.022 -0.246 0.013
H 3.533 -0.195 -5.222 0.011 -0.014 -0.004
H -4.308 -2.274 0.060 0.025 -0.004 0.054
H 1.251 -1.697 4.082 0.032 0.025 0.005
H 2.053 -7.035 1.238 0.010 0.009 0.009
H 4.566 4.907 1.788 0.002 -0.016 0.012
H 3.220 3.956 -2.243 -0.003 -0.004 -0.059
H 1.237 4.133 4.141 0.000 0.019 -0.017
H -1.226 1.979 6.257 0.024 -0.014 0.021
H 2.710 2.180 3.647 0.012 -0.011 0.019
H 0.043 2.436 -3.328 0.064 0.034 -0.056
H -4.662 1.945 -2.630 -0.033 -0.048 0.008
H -5.550 0.636 -4.539 -0.002 -0.001 0.020
H -2.332 -1.857 4.821 0.017 -0.004 0.018
H 0.842 3.057 -0.975 -0.044 0.058 0.057
H -1.159 -3.756 1.160 -0.006 -0.041 -0.016
H -0.872 4.398 2.814 -0.007 -0.029 -0.019
H 6.949 1.393 1.229 -0.016 -0.005 -0.001
H -2.403 0.675 1.571 -0.011 0.026 0.041
H -1.455 4.427 -1.587 -0.055 -0.041 0.035
H -2.043 1.037 4.126 0.006 0.054 0.015
H 2.389 2.999 -3.466 0.032 -0.042 0.007
H -1.436 2.698 1.113 -0.040 -0.021 0.005
H 0.833 1.092 7.299 -0.014 0.006 -0.012
H -0.773 0.310 -3.314 -0.023 -0.027 0.001
H 0.109 4.151 -3.719 -0.066 -0.031 -0.056
H -3.445 -5.913 4.068 -0.010 0.003 -0.022
H -3.486 -3.917 5.513 0.018 0.020 0.004
H -1.653 -0.980 -5.258 0.000 -0.019 0.031
H 2.044 -4.539 -2.236 -0.036 -0.038 -0.010
H 4.141 -2.635 -0.970 0.030 -0.014 0.003
H 6.096 -2.118 -2.386 -0.003 -0.008 -0.001
H 2.276 -6.768 -1.205 0.003 0.014 -0.003
H -3.312 -0.700 2.256 -0.011 0.060 0.084
H -2.290 -5.831 1.878 -0.011 0.011 0.000
H 1.383 -2.830 1.632 -0.071 0.018 0.017
H 1.709 -0.426 1.341 0.985 -0.596 0.891
H -2.180 3.828 -3.094 -0.033 0.033 0.036
H 5.399 0.640 -0.559 0.005 -0.008 0.030
H 2.073 -0.751 6.214 -0.016 -0.009 -0.001
H 1.586 -0.684 -3.806 0.035 0.025 0.002
```
Forces are in eV/Å.

Results
HOMO-LUMO gap (spin up / spin down)	5.62 / 7.18	eV
M	910.93	u
⟨S²⟩	2.0121
spin multiplicity	3
net charge	+1

Mulliken atomic charge list, values in e, 99 entries: -1.08 0.51 0.07 2.29 2.12 -0.03 0.43 1.32 0.95 0.70 0.27 -0.61 -0.86 -0.45 -1.15 1.28 -0.91 -0.67 -0.15 -1.01 1.17 -0.72 0.00 -0.72 -1.49 0.36 -0.43 -0.99 -0.85 -1.23 -1.65 -0.52 0.27 -0.69 -0.48 0.23 -0.36 -0.81 -0.80 -0.04 -0.89 -0.10 -0.64 -1.40 -1.66 -1.07 -0.71 -0.73 0.45 -0.72 0.64 -0.05 -0.66 -1.57 0.16 -0.63 -0.59 -0.72 0.08 -0.58 -0.96 0.42 0.63 0.40 0.48 0.91 0.16 0.63 0.41 0.23 0.47 0.48 0.59 0.33 0.42 0.44 0.54 0.53 0.45 0.53 0.14 0.48 0.44 0.40 -0.42 0.56 0.54 0.45 0.26 0.52 0.36 0.67 0.29 0.41 -0.07 0.66 0.41 0.44 0.43